(1)
ORCA calculation (ωB97M-V/def2-TZVPD) on the ion C4H8ClN4O3S with charge +1.

Structure (XYZ):
```
21
Properties=species:S:1:pos:R:3:forces:R:3:nbo_charge:R:1
C 1.650 -2.294 0.394 0.21 0.46 -0.13 -0.756
C 1.250 -0.966 -0.037 0.90 1.96 -1.12 0.754
O 0.527 -0.700 -0.949 -0.31 -0.58 -0.81 -0.557
N 1.852 0.177 0.588 2.75 -3.13 3.32 -0.583
C 1.453 1.399 0.673 -3.62 1.53 -2.12 0.369
N 0.426 2.091 0.169 1.45 -0.58 1.36 -0.288
N -0.513 1.855 -0.748 -1.57 0.72 -2.38 -0.368
C -1.417 0.965 -0.912 2.67 -0.65 4.09 0.322
N -2.220 0.756 -1.902 0.56 3.48 -3.05 -0.742
S -1.807 -0.190 0.538 -0.37 2.10 0.15 2.016
O -3.022 0.340 1.038 -0.58 0.33 0.27 -0.881
O -0.704 -0.322 1.429 0.25 -0.30 0.17 -0.925
Cl -2.276 -1.831 -0.359 -0.12 -1.91 -0.56 -0.115
H 1.193 -2.515 1.294 -0.58 -0.37 2.36 0.263
H 2.638 -2.653 0.330 1.72 0.61 0.46 0.274
H 1.220 -2.944 -0.262 -1.69 -1.66 -2.03 0.266
H 2.522 -0.030 1.431 -1.40 0.22 -2.40 0.442
H 2.000 2.038 1.241 1.84 1.50 1.77 0.214
H 0.540 3.095 0.406 -0.54 -0.88 -0.50 0.434
H -2.982 0.176 -1.771 -1.79 -1.29 0.14 0.423
H -2.329 1.555 -2.591 0.22 -1.56 0.98 0.439
```
Forces are in eV/Å.

As for the multiplicity: 1. Its SMILES is CC(=O)N/C=[NH+]\N=C(\N)S(=O)(=O)Cl. The charge is +1. The calculation puts the energy relative to the best compared isomer or geometry (same formula, charge and spin) at 2.422 eV. Its orbital gap is 9.37 eV. The value obtained for the molar mass is 227.65 g/mol.

=====

(2)
ORCA calculation (ωB97M-V/def2-TZVPD) on a structure of composition C46H68N4P3PtS2Si.

Structure (XYZ):
```
125
Properties=species:S:1:pos:R:3:forces:R:3:mulliken_spin:R:1
Pt 0.028 0.334 -0.929 0.10 -0.05 0.01 1.068
C -0.509 4.874 -2.939 0.00 0.01 -0.01 0.029
C 0.098 3.746 -2.103 0.00 0.00 0.02 0.033
C 0.617 4.301 -0.772 0.00 0.01 -0.02 -0.019
P -1.008 2.312 -1.764 -0.02 -0.02 -0.01 0.181
C -1.909 1.796 -3.292 0.01 0.01 0.01 0.038
C -3.137 2.605 -3.708 0.02 0.01 -0.01 0.028
C -0.888 1.667 -4.429 0.03 0.02 0.01 0.019
C -2.178 2.820 -0.465 0.00 0.01 0.01 -0.002
C -3.076 3.855 -0.729 0.00 -0.01 0.01 0.002
C -3.983 4.269 0.236 0.00 0.00 -0.01 0.013
C -4.003 3.643 1.471 0.01 -0.01 0.01 -0.003
C -3.105 2.620 1.742 -0.02 0.01 0.01 0.021
C -2.168 2.197 0.798 0.01 -0.04 -0.01 0.074
Si -0.896 0.874 1.242 -0.13 -0.04 -0.03 0.283
C -1.566 -0.164 2.682 0.00 -0.03 -0.01 0.048
C -1.658 0.410 3.958 -0.01 0.02 0.00 0.004
C -2.283 -0.248 5.010 -0.04 0.05 -0.02 0.003
C -2.792 -1.529 4.819 -0.03 -0.03 0.00 0.000
C -2.682 -2.125 3.574 -0.02 0.07 0.02 -0.004
C -2.090 -1.452 2.500 -0.04 0.01 0.06 -0.064
P -2.068 -2.218 0.833 0.05 0.05 -0.10 0.148
C -1.588 -3.975 1.209 0.01 0.02 0.03 0.025
C -0.380 -3.997 2.147 0.02 -0.03 0.00 0.001
C -1.217 -4.721 -0.077 -0.01 0.02 0.02 0.019
C -3.901 -2.228 0.518 0.01 0.01 0.00 -0.004
C -4.284 -2.994 -0.746 0.03 0.00 0.01 0.007
C -4.367 -0.773 0.421 -0.02 -0.01 -0.01 0.016
C 0.692 1.732 1.858 -0.03 -0.02 0.02 0.182
C 0.556 2.646 2.907 0.04 0.03 0.00 -0.016
C 1.655 3.113 3.614 -0.01 -0.01 0.00 0.005
C 2.925 2.660 3.286 0.00 -0.01 0.01 0.012
C 3.093 1.821 2.194 0.03 0.02 -0.03 0.014
C 1.994 1.384 1.450 0.09 0.00 -0.03 -0.080
P 2.259 0.563 -0.164 -0.05 0.09 0.10 0.223
C 3.228 1.737 -1.212 -0.01 -0.04 -0.02 0.067
C 3.498 1.092 -2.572 0.06 -0.04 0.01 0.021
C 4.485 2.397 -0.646 0.02 -0.02 -0.01 0.029
C 3.134 -1.035 0.135 0.00 -0.03 -0.03 0.023
C 4.651 -0.903 0.294 -0.01 -0.02 0.01 0.021
C 2.787 -2.082 -0.926 0.04 0.03 0.00 0.111
H 0.263 5.625 -3.117 -0.01 0.00 0.00 0.000
H -1.320 5.373 -2.410 0.00 0.00 0.00 -0.003
H -0.872 4.543 -3.909 0.00 0.02 0.01 0.001
H 0.925 3.305 -2.670 0.00 -0.01 0.02 0.034
H -0.171 4.862 -0.266 0.01 -0.01 0.00 -0.001
H 1.447 4.985 -0.956 -0.02 -0.01 -0.01 0.000
H 0.956 3.525 -0.085 0.03 -0.01 0.00 0.001
H -2.250 0.792 -3.023 -0.02 0.00 0.00 -0.002
H -2.899 3.640 -3.950 0.00 0.00 0.00 -0.003
H -3.913 2.591 -2.945 0.00 0.00 0.00 0.000
H -3.555 2.150 -4.608 0.00 0.01 0.00 0.001
H -0.589 2.645 -4.809 -0.01 -0.04 0.00 0.003
H -1.340 1.124 -5.261 0.01 0.00 0.00 0.000
H 0.014 1.136 -4.113 -0.04 0.02 -0.01 0.012
H -3.088 4.343 -1.693 0.00 0.00 0.00 -0.001
H -4.677 5.069 0.014 0.01 0.00 0.00 0.001
H -4.718 3.950 2.224 0.01 0.00 -0.01 0.000
H -3.150 2.137 2.712 0.00 0.01 -0.02 -0.001
H -1.262 1.401 4.141 -0.03 -0.04 0.02 0.000
H -2.403 0.252 5.965 0.01 -0.01 -0.02 -0.001
H -3.293 -2.048 5.628 0.00 0.01 -0.01 -0.001
H -3.084 -3.121 3.430 0.00 0.01 0.00 0.000
H -2.435 -4.481 1.685 0.01 0.00 0.01 0.007
H 0.470 -3.489 1.678 -0.01 0.00 0.01 0.002
H -0.083 -5.029 2.344 0.02 0.01 -0.02 -0.005
H -0.577 -3.511 3.103 0.03 -0.05 -0.02 0.003
H -0.343 -4.258 -0.541 0.00 0.01 -0.01 -0.005
H -2.019 -4.738 -0.812 -0.04 0.02 -0.01 -0.001
H -0.961 -5.755 0.159 -0.01 0.01 -0.02 0.000
H -4.387 -2.700 1.378 0.00 -0.01 0.01 0.005
H -3.770 -2.585 -1.621 0.01 -0.02 0.01 0.002
H -5.358 -2.899 -0.918 0.01 0.01 -0.01 0.000
H -4.063 -4.057 -0.673 0.02 -0.02 0.00 0.000
H -3.835 -0.248 -0.380 -0.01 -0.01 0.00 0.021
H -4.205 -0.223 1.349 0.00 0.00 -0.01 -0.001
H -5.433 -0.736 0.193 0.01 0.00 0.01 0.000
H -0.429 3.016 3.173 0.03 0.01 -0.02 0.000
H 1.521 3.825 4.418 0.00 -0.01 -0.01 0.000
H 3.788 2.996 3.845 -0.01 0.00 -0.01 0.000
H 4.096 1.536 1.910 -0.01 0.00 0.00 -0.005
H 2.489 2.528 -1.361 -0.04 0.02 0.01 -0.020
H 4.276 0.329 -2.498 -0.01 0.01 -0.02 0.006
H 3.858 1.853 -3.266 -0.02 -0.01 0.00 0.001
H 2.601 0.629 -2.984 -0.05 -0.04 -0.07 0.032
H 5.284 1.682 -0.450 -0.03 0.02 0.01 -0.002
H 4.289 2.970 0.257 -0.01 0.02 0.00 0.000
H 4.857 3.100 -1.395 0.01 -0.02 0.00 0.000
H 2.710 -1.355 1.094 -0.04 -0.02 -0.02 -0.026
H 5.123 -0.584 -0.635 0.00 -0.01 0.00 0.000
H 5.060 -1.883 0.545 0.00 0.01 0.00 0.004
H 4.944 -0.215 1.085 -0.01 0.00 0.00 -0.004
H 3.146 -1.780 -1.911 -0.02 -0.01 0.01 0.000
H 1.712 -2.249 -0.992 0.00 -0.02 0.01 -0.029
H 3.265 -3.028 -0.668 0.01 0.01 -0.01 0.002
C 3.981 -1.939 6.412 -0.01 0.01 0.01 -0.002
N 2.541 -1.732 6.602 0.00 0.00 -0.01 0.088
C 1.898 -1.717 7.783 0.05 -0.01 0.02 0.125
C 0.557 -1.487 7.528 -0.05 0.00 0.01 0.160
N 0.432 -1.368 6.198 0.06 0.00 0.05 0.078
C 1.645 -1.511 5.583 0.01 -0.10 -0.06 -0.097
S 1.934 -1.469 3.956 0.02 0.08 0.06 0.630
H 4.397 -2.322 7.339 -0.02 0.00 0.01 0.002
H 4.454 -0.995 6.155 -0.01 0.01 0.00 0.002
H 4.135 -2.657 5.613 -0.01 -0.01 0.00 0.002
H 2.401 -1.870 8.724 -0.01 0.00 -0.02 0.008
H -0.271 -1.412 8.213 0.02 0.00 -0.01 0.010
H -0.431 -1.183 5.682 0.03 0.00 -0.01 -0.004
C -1.250 -3.648 -6.661 -0.01 0.00 0.02 0.000
C -0.366 -2.762 -5.856 -0.03 -0.02 -0.02 -0.005
C 0.825 -2.231 -6.279 0.03 0.00 -0.02 0.015
C 1.545 -1.411 -5.407 0.00 0.01 0.03 -0.007
N 1.113 -1.142 -4.163 0.04 0.06 0.02 0.002
C -0.030 -1.652 -3.766 0.02 -0.05 -0.09 -0.004
S -0.719 -1.498 -2.172 -0.03 0.03 0.11 0.350
N -0.762 -2.443 -4.602 -0.01 0.03 0.03 0.026
C 2.832 -0.790 -5.827 -0.01 0.02 0.02 0.002
H -0.817 -3.836 -7.639 0.00 0.00 0.00 0.000
H -2.230 -3.186 -6.798 0.01 0.00 0.00 0.000
H -1.395 -4.604 -6.154 0.00 0.01 -0.01 0.000
H 1.194 -2.449 -7.270 -0.01 0.00 0.01 0.001
H -1.642 -2.810 -4.256 0.00 -0.01 0.00 0.008
H 3.195 -1.206 -6.763 0.00 0.01 0.00 0.000
H 3.582 -0.921 -5.049 0.01 -0.01 0.03 0.000
H 2.684 0.285 -5.958 -0.01 0.00 0.01 0.000
```
Forces are in eV/Å.

As for the multiplicity: 5. The charge is +3. Its orbital gap (alpha / beta) is 6.13 / 4.69 eV. The value obtained for the molar mass is 1057.30 g/mol.